Molecular formula: C2H3BrOS
Method: DFT, wB97M-V/def2-TZVPD

Each line ends with the Mulliken charge.
CARTESIAN COORDINATES (ANGSTROEM)
C (-1.21, -1.18, -0.23)  0.595
C (-1.01, -0.53, -1.32)  -0.811
O (-1.43, -1.56, 0.85)  -0.249
S (1.12, 1.28, 1.64)  -0.193
Br (3.21, 1.32, 2.28)  -0.146
H (1.42, 1.34, 0.29)  0.190
H (-1.73, 0.18, -1.46)  0.322
H (-0.37, -0.84, -2.05)  0.290

Computed properties:
**2S+1**: 3
**Net charge**: 0
**<S²>**: 2.011
**Orbital gap (spin up / spin down)**: 3.368 / 3.491 eV
**LUMO level (spin up / spin down)**: -1.275 / -4.473 eV
**M**: 155.0 g mol⁻¹



Molecular formula: C2H3O2
Method: DFT, wB97M-V/def2-TZVPD

Each line ends with the Mulliken charge.
CARTESIAN COORDINATES (ANGSTROEM)
C (-1.52, 0.81, 0.47)  -0.051
C (2.00, -1.15, -0.58)  0.028
O (2.90, -1.62, -0.96)  0.126
O (-0.54, 0.19, 0.15)  -0.408
H (-2.63, 0.49, 0.63)  0.245
H (-1.28, 1.90, 0.59)  0.218
H (1.07, -0.63, -0.30)  0.842

Computed properties:
**Net charge**: +1
**Orbital gap**: 8.556 eV
**LUMO level**: -6.301 eV
**M**: 59.0 g mol⁻¹



Molecular formula: C2H5BrN2O2
Method: DFT, wB97M-V/def2-TZVPD

Each line ends with the Mulliken charge.
CARTESIAN COORDINATES (ANGSTROEM)
C (1.13, 0.66, -0.38)  0.643
C (0.43, -0.50, 0.14)  0.580
N (1.16, -1.58, 0.46)  -0.340
N (-0.87, -0.50, 0.33)  -0.351
O (0.26, 1.65, -0.67)  -0.418
O (2.33, 0.81, -0.51)  -0.500
Br (-5.13, 1.79, -0.66)  -0.941
H (2.11, -1.58, 0.32)  0.229
H (0.66, -2.20, 1.00)  0.192
H (-1.33, -1.32, 0.79)  0.235
H (0.73, 2.43, -0.81)  0.359
H (-1.48, 0.35, -0.01)  0.313

Computed properties:
**Net charge**: 0
**Orbital gap**: 2.791 eV
**LUMO level**: -3.264 eV
**M**: 169.0 g mol⁻¹



Molecular formula: C2HNO
Method: DFT, wB97M-V/def2-TZVPD

Each line ends with the Mulliken charge.
CARTESIAN COORDINATES (ANGSTROEM)
O (-1.17, -1.02, -0.49)  -0.372
C (-0.58, -0.02, -0.15)  0.115
C (0.85, -0.02, 0.22)  0.229
N (1.96, 0.09, 0.52)  -0.263
H (-1.05, 0.97, -0.10)  0.291

Computed properties:
**Net charge**: 0
**Structure (SMILES)**: N#CC=O
**Orbital gap**: 10.881 eV
**LUMO level**: -0.861 eV
**M**: 55.0 g mol⁻¹



Molecular formula: C25H34N2O4
Method: DFT, wB97M-V/def2-TZVPD

Each line ends with the Mulliken charge.
CARTESIAN COORDINATES (ANGSTROEM)
C (-3.66, -2.98, -0.66)  -0.031
C (-3.91, -1.84, -0.91)  -0.121
C (-4.24, -0.45, -1.19)  -1.224
N (-4.66, 0.28, -0.01)  0.438
C (-3.80, 1.03, 0.73)  0.316
O (-4.16, 1.71, 1.67)  -0.670
C (-2.36, 0.99, 0.32)  -0.427
C (-1.75, 2.14, -0.18)  -0.359
C (-0.41, 2.13, -0.50)  -0.819
C (0.37, 0.98, -0.31)  0.809
C (-0.24, -0.16, 0.21)  -0.025
C (-1.59, -0.15, 0.52)  -0.728
H (-2.04, -1.04, 0.92)  0.613
H (0.33, -1.06, 0.38)  0.432
O (1.67, 1.10, -0.69)  -0.427
C (2.57, 0.02, -0.50)  0.030
C (3.04, -0.08, 0.96)  -0.478
H (3.45, 0.89, 1.26)  0.253
C (4.12, -1.15, 1.09)  -1.153
N (5.23, -0.86, 0.20)  0.084
C (6.43, -0.51, 0.72)  0.940
O (6.62, -0.52, 1.92)  -0.668
C (7.52, -0.14, -0.27)  -0.648
C (8.82, 0.19, 0.47)  -0.630
O (9.80, 0.52, -0.49)  -0.301
C (11.04, 0.84, 0.08)  -0.722
H (11.71, 1.08, -0.74)  0.240
H (10.96, 1.70, 0.76)  0.296
H (11.44, -0.01, 0.65)  0.296
H (8.65, 1.03, 1.16)  0.358
H (9.14, -0.68, 1.06)  0.374
H (7.22, 0.74, -0.85)  0.291
H (7.71, -0.96, -0.96)  0.336
C (4.83, -0.80, -1.19)  -0.959
H (4.41, -1.77, -1.47)  0.268
C (3.78, 0.29, -1.40)  -0.604
H (4.19, 1.27, -1.14)  0.235
H (3.46, 0.32, -2.44)  0.432
H (5.69, -0.61, -1.83)  0.497
H (3.71, -2.13, 0.83)  0.358
H (4.52, -1.18, 2.10)  0.457
H (2.20, -0.31, 1.62)  0.481
H (2.10, -0.92, -0.80)  0.217
H (0.07, 3.01, -0.90)  0.437
H (-2.33, 3.03, -0.31)  0.458
C (-6.06, 0.26, 0.37)  -0.478
C (-6.93, 1.06, -0.60)  -0.646
C (-8.37, 1.11, -0.08)  -0.738
C (-8.92, -0.30, 0.10)  -0.626
C (-8.04, -1.10, 1.05)  -0.803
C (-6.61, -1.16, 0.53)  -0.642
H (-5.97, -1.72, 1.22)  0.323
H (-6.59, -1.68, -0.43)  0.310
H (-8.05, -0.64, 2.03)  0.367
H (-8.43, -2.12, 1.15)  0.359
H (-9.94, -0.25, 0.49)  0.327
H (-8.96, -0.80, -0.87)  0.310
H (-8.99, 1.68, -0.78)  0.368
H (-8.38, 1.63, 0.88)  0.361
H (-6.53, 2.07, -0.70)  0.323
H (-6.93, 0.59, -1.59)  0.275
H (-6.09, 0.76, 1.35)  0.428
H (-3.36, 0.04, -1.62)  0.462
H (-5.05, -0.42, -1.93)  0.338
H (-3.43, -3.99, -0.46)  0.431

Computed properties:
**Net charge**: 0
**Structure (SMILES)**: C#CCN(C(=O)c1ccc(OC2CCN(C(=O)CCOC)CC2)cc1)C1CCCCC1
**Orbital gap**: 9.214 eV
**LUMO level**: 0.621 eV
**M**: 426.6 g mol⁻¹



Molecular formula: C43H65KN2O2Se
Method: DFT, wB97M-V/def2-TZVPD

Each line ends with the Mulliken charge.
CARTESIAN COORDINATES (ANGSTROEM)
K (0.22, 0.75, -0.02)  1.157
C (-0.21, -1.76, -2.75)  -0.928
N (-0.07, -2.14, -1.36)  0.597
C (0.58, -3.43, -1.25)  -1.281
C (-1.37, -2.13, -0.71)  -0.605
C (-1.35, -2.35, 0.81)  -1.432
N (-0.67, -1.32, 1.58)  1.263
C (0.65, -1.79, 2.05)  -1.255
C (1.38, -0.90, 3.03)  -0.174
C (1.25, -1.17, 4.38)  -0.097
C (1.87, -0.42, 5.38)  -1.065
C (2.67, 0.63, 4.95)  0.350
C (2.87, 0.94, 3.61)  -0.676
C (2.20, 0.18, 2.58)  1.164
O (2.35, 0.44, 1.34)  -1.334
C (3.78, 2.10, 3.20)  2.419
C (4.40, 2.82, 4.40)  -2.336
C (4.93, 1.57, 2.33)  -1.705
C (2.99, 3.15, 2.40)  -1.711
C (1.64, -0.77, 6.85)  2.327
C (2.09, -2.21, 7.14)  -1.752
C (0.15, -0.64, 7.19)  -1.662
C (2.42, 0.16, 7.79)  -2.274
C (-1.50, -0.75, 2.65)  -0.415
C (-2.90, -0.37, 2.23)  -0.550
C (-3.98, -0.98, 2.85)  0.089
C (-5.30, -0.69, 2.53)  -1.123
C (-5.50, 0.22, 1.49)  0.339
C (-4.46, 0.84, 0.80)  -0.746
C (-3.10, 0.62, 1.22)  0.544
O (-2.12, 1.29, 0.74)  -1.054
C (-4.74, 1.83, -0.33)  2.573
C (-6.21, 1.80, -0.78)  -2.328
C (-3.89, 1.53, -1.57)  -1.686
C (-4.43, 3.25, 0.17)  -1.795
C (-6.44, -1.37, 3.28)  2.251
C (-7.82, -0.91, 2.79)  -2.244
C (-6.35, -1.06, 4.78)  -1.717
C (-6.36, -2.89, 3.08)  -1.731
H (-0.81, -2.49, -3.32)  0.291
H (-0.69, -0.79, -2.83)  0.067
H (0.77, -1.68, -3.22)  0.395
H (-0.03, -4.24, -1.69)  0.372
H (1.53, -3.40, -1.79)  0.377
H (0.79, -3.68, -0.21)  0.276
H (-1.83, -1.16, -0.91)  0.025
H (-2.06, -2.90, -1.11)  0.475
H (-2.40, -2.40, 1.11)  0.159
H (-0.92, -3.34, 1.03)  0.589
H (0.51, -2.77, 2.55)  0.317
H (1.27, -1.95, 1.17)  0.380
H (0.62, -2.01, 4.67)  0.179
H (3.17, 1.23, 5.69)  0.518
H (5.02, 2.14, 5.00)  0.425
H (5.05, 3.62, 4.03)  0.444
H (3.64, 3.26, 5.04)  0.392
H (5.55, 0.87, 2.91)  0.341
H (4.53, 1.04, 1.46)  0.331
H (5.57, 2.39, 1.99)  0.450
H (2.16, 3.54, 3.00)  0.296
H (3.64, 3.99, 2.12)  0.471
H (2.58, 2.70, 1.50)  0.352
H (1.55, -2.92, 6.52)  0.315
H (3.16, -2.32, 6.92)  0.364
H (1.92, -2.47, 8.19)  0.451
H (-0.45, -1.29, 6.57)  0.324
H (-0.03, -0.90, 8.24)  0.450
H (-0.19, 0.39, 7.02)  0.349
H (3.50, 0.09, 7.61)  0.395
H (2.12, 1.20, 7.66)  0.387
H (2.23, -0.12, 8.83)  0.451
H (-1.58, -1.45, 3.50)  -0.068
H (-0.97, 0.14, 3.02)  0.395
H (-3.76, -1.71, 3.63)  0.458
H (-6.51, 0.44, 1.19)  0.471
H (-6.50, 0.79, -1.08)  0.405
H (-6.89, 2.14, 0.00)  0.384
H (-6.33, 2.46, -1.63)  0.456
H (-4.05, 0.50, -1.89)  0.252
H (-4.18, 2.19, -2.39)  0.505
H (-2.83, 1.67, -1.37)  0.270
H (-5.07, 3.51, 1.02)  0.314
H (-3.38, 3.30, 0.49)  0.342
H (-4.59, 3.99, -0.62)  0.435
H (-7.94, 0.17, 2.93)  0.392
H (-7.97, -1.14, 1.74)  0.385
H (-8.60, -1.41, 3.37)  0.442
H (-6.42, 0.02, 4.95)  0.365
H (-7.15, -1.55, 5.33)  0.458
H (-5.39, -1.40, 5.19)  0.326
H (-6.45, -3.14, 2.03)  0.353
H (-5.41, -3.28, 3.44)  0.317
H (-7.17, -3.40, 3.63)  0.464
C (3.26, 6.88, -5.56)  -1.411
C (2.65, 5.58, -5.13)  0.679
C (1.47, 5.53, -4.40)  -1.170
C (0.88, 4.33, -4.00)  1.049
C (-0.39, 4.37, -3.21)  -1.365
C (1.48, 3.11, -4.34)  0.039
Se (0.70, 1.45, -3.83)  -0.461
C (2.69, 3.14, -5.08)  1.235
C (3.39, 1.87, -5.46)  -1.587
C (3.24, 4.36, -5.46)  -1.008
H (2.75, 7.73, -5.09)  0.333
H (3.19, 7.02, -6.65)  0.278
H (4.32, 6.93, -5.30)  0.323
H (0.98, 6.47, -4.12)  0.179
H (-0.71, 5.40, -3.03)  0.332
H (-0.26, 3.86, -2.25)  0.137
H (-1.19, 3.82, -3.72)  0.333
H (3.62, 1.28, -4.57)  0.285
H (4.31, 2.09, -6.01)  0.354
H (2.74, 1.24, -6.08)  0.284
H (4.17, 4.36, -6.02)  0.237

Computed properties:
**Net charge**: -2
**Orbital gap**: 5.554 eV
**LUMO level**: 3.947 eV
**M**: 760.1 g mol⁻¹



Molecular formula: C14H18N5O2Se2W
Method: DFT, wB97M-V/def2-TZVPD

Each line ends with the Mulliken charge.
CARTESIAN COORDINATES (ANGSTROEM)
W (-0.02, 0.15, -0.42)  0.577
O (0.86, 2.09, -0.99)  -0.300
C (1.06, 3.28, -0.16)  -1.106
C (0.78, 2.92, 1.29)  1.102
C (1.13, 4.20, 2.12)  -1.333
O (0.83, 3.87, 3.45)  -0.513
C (-0.69, 2.64, 1.60)  -0.933
Se (-1.78, 1.47, 0.35)  0.001
C (1.72, 1.84, 1.84)  -1.129
Se (1.85, 0.01, 0.99)  0.037
H (1.06, 2.28, -1.92)  0.325
H (0.38, 4.06, -0.51)  0.459
H (2.09, 3.60, -0.29)  0.502
H (0.52, 5.03, 1.75)  0.515
H (2.18, 4.45, 1.98)  0.490
H (0.99, 4.61, 4.04)  0.376
H (-1.28, 3.56, 1.57)  0.564
H (-0.83, 2.16, 2.56)  0.568
H (1.45, 1.59, 2.87)  0.662
H (2.75, 2.17, 1.82)  0.579
N (0.16, -0.32, -2.23)  -0.243
C (0.30, -0.71, -3.37)  0.999
C (0.56, -1.22, -4.57)  0.366
C (-0.40, -1.17, -5.62)  -0.125
N (-1.20, -1.11, -6.44)  -0.136
C (1.85, -1.83, -4.67)  -0.007
N (2.90, -2.30, -4.58)  -0.173
C (-1.35, -5.15, -0.97)  -1.208
C (-1.22, -3.86, -0.26)  0.811
C (-1.55, -3.51, 1.06)  -1.097
C (-1.24, -2.20, 1.22)  0.658
N (-0.72, -1.68, 0.03)  0.283
N (-0.74, -2.76, -0.84)  -0.054
C (-1.42, -1.37, 2.44)  -1.153
H (-1.39, -5.97, -0.26)  0.377
H (-0.53, -5.31, -1.67)  0.390
H (-2.29, -5.16, -1.53)  0.333
H (-1.98, -4.17, 1.80)  0.460
H (-0.36, -2.69, -1.77)  0.157
H (-1.44, -2.01, 3.32)  0.415
H (-2.37, -0.83, 2.40)  0.295
H (-0.61, -0.64, 2.57)  0.208

Computed properties:
**Net charge**: +3
**Orbital gap (spin up / spin down)**: 6.091 / 6.096 eV
**LUMO level (spin up / spin down)**: -13.089 / -13.086 eV
**M**: 630.1 g mol⁻¹



Molecular formula: C5H17N2O
Method: DFT, wB97M-V/def2-TZVPD

Each line ends with the Mulliken charge.
CARTESIAN COORDINATES (ANGSTROEM)
N (-1.76, -0.38, -1.46)  -0.243
C (-1.92, -0.65, 0.06)  -0.529
C (-1.36, 0.55, 0.82)  -0.949
N (0.07, 0.71, 0.68)  0.343
C (0.94, -0.13, 1.52)  -0.365
C (2.24, -0.35, 0.73)  -1.507
C (0.55, 2.10, 0.54)  -1.147
H (-0.79, -0.07, -1.65)  0.289
H (-1.92, -1.25, -1.98)  0.351
H (-2.40, 0.35, -1.79)  0.366
H (-2.99, -0.74, 0.29)  0.393
H (-1.42, -1.53, 0.44)  0.330
H (-1.73, 0.55, 1.88)  0.348
H (-1.87, 1.46, 0.47)  0.428
H (0.39, -1.04, 1.71)  0.302
H (1.15, 0.29, 2.55)  0.352
H (2.09, -0.10, -0.30)  0.481
H (3.05, 0.24, 1.18)  0.338
H (2.41, -1.43, 0.81)  0.356
H (-0.03, 2.56, -0.28)  0.349
H (1.60, 2.15, 0.29)  0.347
H (0.47, 2.65, 1.47)  0.372
H (1.49, -1.40, -1.33)  0.317
H (0.88, -2.26, -2.63)  0.308
O (1.09, -1.43, -2.19)  -0.629

Computed properties:
**Net charge**: +1
**Orbital gap**: 9.041 eV
**LUMO level**: -3.306 eV
**M**: 121.2 g mol⁻¹